Here is CH2CsO3 as an isolated structure at a distorted geometry from OMol25. Energies are from the ωB97M-V functional and the def2-TZVPD basis.

Last column: Mulliken charge in e.
Element x y z (Å)
H  -0.422  1.879  -0.084  0.353
O  0.070  -1.071  -0.029  -0.435
C  -0.713  0.005  0.070  0.627
O  -1.903  0.038  -0.064  -0.458
O  0.096  1.066  0.053  -0.442
Cs  3.315  -0.027  0.030  1.000
H  -0.444  -1.889  0.023  0.355

Properties
net charge = +1
Kohn-Sham gap = 10.8 eV

***

Here is a 3-piece molecular cluster, CH2F2INOS overall at a distorted geometry from OMol25. Energies are from the ωB97M-V functional and the def2-TZVPD basis.

Last column: Mulliken charge in e.
Element x y z (Å)
C  4.562  -0.355  -0.396  0.638
N  -5.749  0.056  -0.960  -0.305
O  3.971  0.349  -1.102  -0.322
F  5.101  -0.203  0.822  -0.154
F  4.845  -1.593  -0.688  -0.162
S  -6.448  1.390  -0.773  0.037
I  -0.164  0.896  1.146  -0.100
H  -5.276  -0.256  -0.189  0.268
H  -0.843  -0.284  2.140  0.099

Properties
net charge = 0
SMILES string = O=C(F)F.N=S.I
Kohn-Sham gap (spin up / spin down) = 7.5 / 7.5 eV

***

Electronic energy, record by record: -7755.192 -28975.551 eV